Entry 1:
The following is a DFT calculation (ωB97M-V with the def2-TZVPD basis set) of a molecular structure, C27H45BrN2OP2Pt in a non-equilibrium geometry.

XYZ file:
```
79
Properties=species:S:1:pos:R:3:forces:R:3
N 7.196 4.585 2.952 -0.51 -0.22 0.04
C 6.217 3.999 3.639 -0.27 -0.50 -0.27
C 5.250 3.184 3.043 -0.36 0.37 -0.45
C 5.222 2.999 1.630 0.72 0.07 -0.32
C 6.319 3.554 0.934 -0.17 0.43 0.25
C 7.236 4.351 1.643 0.06 -0.21 -0.26
C 4.071 2.233 1.083 0.75 -0.52 1.86
Pt 2.647 0.491 -1.465 -1.28 -1.83 -1.31
P 1.722 -1.750 -2.017 -0.21 -2.79 -1.41
C 3.699 1.340 0.081 0.44 0.85 2.64
C 2.468 0.505 0.726 1.81 0.43 -0.88
C 2.644 -0.918 0.904 -1.77 -0.02 0.85
C 1.568 -1.634 1.473 1.93 0.20 -0.39
C 0.352 -0.968 1.699 1.74 0.26 -0.44
C 0.470 0.381 2.080 -0.33 1.61 -0.32
C 1.472 1.190 1.535 -0.84 -1.02 0.12
Br -1.129 -1.741 0.954 -0.74 -0.18 0.51
H 3.444 2.052 1.973 0.19 0.71 -0.65
H 4.523 1.020 -0.675 -0.79 -0.03 1.08
H 4.484 2.755 3.689 0.07 0.07 -0.26
H 6.450 3.461 -0.142 -0.15 -0.04 0.18
H 6.170 4.182 4.710 0.12 -0.03 -0.17
H 8.065 4.857 1.154 -0.21 -0.26 -0.28
H 3.536 -1.358 0.446 -0.35 -0.20 0.73
H 1.456 2.300 1.661 0.04 -1.31 -0.05
H 1.621 -2.677 1.750 0.05 -0.25 -0.62
H -0.314 0.733 2.754 0.07 0.49 -0.55
P 1.326 1.832 -2.700 -1.78 1.28 0.31
C 1.550 -3.377 -0.977 -0.21 1.35 1.45
C 1.399 -4.840 -1.392 0.01 -0.46 -0.61
H 0.652 -3.160 -0.394 0.21 0.06 0.16
H 2.386 -3.279 -0.276 -0.10 -0.35 -0.12
H 1.279 -5.497 -0.525 0.17 0.50 0.33
H 0.514 -5.063 -1.988 -0.01 0.29 0.03
H 2.251 -5.238 -1.928 0.27 0.02 -0.11
C 2.538 -2.637 -3.452 0.44 0.83 -0.11
C 1.734 -3.688 -4.217 -0.32 -0.14 -0.20
H 3.427 -3.119 -3.026 -0.04 0.27 0.03
H 2.892 -1.826 -4.102 0.09 -0.35 -0.20
H 2.314 -4.237 -4.959 0.36 0.40 -0.01
H 1.349 -4.465 -3.560 0.08 0.32 -0.31
H 0.886 -3.244 -4.737 0.20 0.00 -0.18
C 0.021 -1.469 -2.597 -0.43 0.52 -0.15
C -0.861 -2.666 -2.820 -0.08 -0.86 -0.13
H 0.173 -0.967 -3.560 0.09 -0.17 0.07
H -0.526 -0.751 -1.977 0.56 -0.30 0.08
H -1.740 -2.430 -3.424 0.03 0.14 0.21
H -0.301 -3.413 -3.356 -0.34 -0.21 -0.10
H -1.177 -3.158 -1.904 -0.18 0.20 0.23
C -0.512 1.457 -2.804 0.31 -0.56 -0.06
C -1.309 2.640 -3.315 -0.02 0.27 -0.04
H -0.912 1.101 -1.835 0.40 0.39 -0.35
H -0.633 0.593 -3.475 0.09 0.77 0.11
H -1.358 3.412 -2.541 -0.20 -0.05 -0.39
H -0.844 3.056 -4.215 -0.26 0.05 0.10
H -2.325 2.316 -3.571 0.24 0.17 0.09
C 1.842 2.158 -4.404 -0.21 -0.49 -0.28
C 3.354 2.070 -4.602 0.49 0.23 -0.34
H 1.413 3.145 -4.634 0.33 -0.24 -0.11
H 1.346 1.443 -5.075 -0.05 0.06 0.27
H 3.803 3.068 -4.566 0.07 -0.29 0.05
H 3.858 1.429 -3.865 -0.17 0.16 0.03
H 3.594 1.622 -5.572 -0.09 0.28 0.13
C 1.286 3.511 -1.905 0.37 -0.18 -0.39
C 0.384 3.480 -0.668 -0.17 0.11 0.42
H 0.927 4.223 -2.669 0.06 -0.31 0.34
H 2.316 3.817 -1.663 -0.30 -0.18 -0.08
H 0.907 3.824 0.234 -0.16 0.12 -0.34
H -0.507 4.106 -0.816 0.37 -0.17 0.22
H 0.035 2.461 -0.448 0.01 0.30 0.01
C -1.195 -2.945 5.673 0.14 -0.24 0.07
C -1.789 -2.801 4.315 -0.52 -0.96 -0.45
N -2.048 -1.483 4.003 0.03 0.39 -0.61
O -1.977 -3.757 3.569 0.30 1.44 0.10
H -1.976 -2.826 6.437 0.42 0.04 -0.08
H -0.426 -2.176 5.730 0.00 0.00 0.60
H -0.734 -3.930 5.735 -0.17 0.09 0.20
H -2.357 -1.192 3.092 -0.49 -0.50 0.09
H -2.247 -0.810 4.718 0.17 -0.09 0.41
```
Forces are in eV/Å.

Values from the calculation:
Spin multiplicity: 3
Net charge: +2
E_tot, eV: -125603.6346
Maximum force, eV/A: 3.1
Highest occupied orbital energy (alpha / beta), Eh: -0.494 / -0.514
<S²>: 2.0710
Frontier orbital gap (alpha / beta), Eh: 0.2360 / 0.1813

Löwdin atomic charge list, values in e, 2 entries: 0.092, -0.107

***

Entry 2:
The following is a DFT calculation (ωB97M-V with the def2-TZVPD basis set) of a molecular structure, C27H45ClN5ORe in a non-equilibrium geometry.

XYZ file:
```
80
Properties=species:S:1:pos:R:3:forces:R:3
Re -0.973 -0.353 0.379 -3.05 2.14 -2.79
Cl 0.274 1.026 -0.870 0.92 1.57 -1.43
C -5.039 -0.819 1.048 -0.55 -1.01 -0.18
C -3.020 -0.530 0.049 3.52 0.17 1.90
N -4.020 0.063 0.823 -0.51 0.94 -0.21
H -5.247 -2.929 0.443 -0.13 -0.02 0.02
N -3.509 -1.816 -0.158 -0.52 -0.66 -0.63
H -5.919 -0.586 1.611 -0.06 -0.03 0.08
C -4.059 1.506 1.166 0.56 -1.17 -0.65
C -5.373 1.774 1.861 -0.32 0.48 0.27
C -2.887 1.843 2.073 0.36 0.28 0.36
H -5.469 1.187 2.776 0.01 -0.05 -0.05
H -5.405 2.820 2.161 0.01 0.17 -0.01
H -6.241 1.592 1.215 0.19 -0.04 0.06
H -3.936 3.376 0.130 0.08 0.07 0.01
H -4.788 2.149 -0.784 0.05 -0.18 0.01
H -1.893 1.622 1.601 -0.89 0.09 0.28
C -3.934 2.312 -0.119 -0.13 0.48 -0.31
H -2.969 1.290 3.020 0.13 0.13 -0.19
H -2.945 2.922 2.271 0.15 -0.08 0.18
H -3.005 2.086 -0.659 -0.21 -0.10 0.23
C -4.720 -1.993 0.449 -0.81 0.55 0.53
C -2.498 -4.043 -0.153 0.18 -0.44 0.25
H -3.378 -4.621 0.162 0.05 0.15 -0.04
H -1.880 -4.706 -0.771 0.01 0.02 0.23
C -2.889 -2.836 -0.994 -0.20 0.79 0.58
H -1.102 -2.911 -2.173 -0.02 -0.02 -0.09
C -3.934 -3.280 -2.017 0.00 -0.24 -0.61
H -4.307 -2.455 -2.632 0.21 0.04 0.11
H -1.952 -3.755 0.755 0.09 0.00 -0.39
H -0.875 -1.837 -0.800 -0.41 -0.70 -0.93
H -4.813 -3.744 -1.546 0.31 0.15 0.05
H -3.503 -4.035 -2.678 0.03 -0.02 -0.11
C -1.659 -2.166 -1.594 0.24 -0.76 -0.73
H -1.966 -1.362 -2.272 0.34 -0.03 0.35
C 5.762 2.152 -1.479 0.95 -0.04 -0.40
N 4.565 1.955 -0.820 0.45 -0.25 -0.67
H 6.804 0.880 -2.892 0.11 -0.11 -0.04
N 4.863 0.241 -2.075 0.56 1.56 0.46
H 6.437 2.992 -1.355 -0.34 -0.37 0.05
C 3.944 3.063 -0.105 -0.16 -0.23 -0.13
C 5.053 3.981 0.397 -0.10 0.23 0.23
C 3.090 3.842 -1.098 -0.15 0.18 0.08
H 5.573 4.455 -0.449 -0.11 -0.05 0.46
H 4.577 4.772 0.981 0.14 0.02 0.07
H 5.771 3.441 1.031 -0.13 0.17 -0.20
H 2.592 3.445 1.450 -0.11 -0.22 0.15
H 3.675 2.088 1.815 -0.05 -0.11 -0.11
H 2.310 3.194 -1.519 0.18 0.20 0.05
C 3.072 2.554 1.029 -0.13 0.28 0.13
H 3.731 4.256 -1.885 -0.20 -0.14 -0.03
H 2.634 4.674 -0.553 -0.15 0.02 -0.21
H 2.298 1.867 0.665 0.31 0.14 0.10
C 5.963 1.083 -2.265 -0.24 0.17 0.43
C 3.801 -0.361 -4.144 -0.18 -0.20 -0.34
H 4.369 0.391 -4.705 -0.23 -0.01 0.13
H 3.607 -1.208 -4.813 -0.11 0.20 -0.04
C 4.632 -0.871 -2.976 -0.15 0.05 -0.03
H 3.659 -2.731 -3.064 -0.06 0.04 0.36
C 5.978 -1.316 -3.514 0.11 -0.47 -0.30
H 6.674 -1.601 -2.717 -0.04 0.12 -0.07
H 2.849 0.053 -3.789 0.18 -0.03 -0.09
H 2.978 -1.656 -1.797 0.27 -0.03 -0.06
H 6.435 -0.543 -4.143 -0.02 -0.30 0.09
H 5.815 -2.182 -4.152 0.07 -0.14 -0.07
C 3.902 -2.003 -2.274 -0.09 -0.41 -0.33
H 4.549 -2.509 -1.549 -0.11 0.20 0.07
C 3.955 0.810 -1.231 -0.23 -0.47 0.25
O -0.740 -1.425 1.849 -0.40 -2.81 4.15
N -1.552 -1.288 3.034 1.31 0.58 -1.13
C -2.611 -2.106 3.181 -1.46 -1.11 0.25
C -3.309 -2.150 4.369 0.53 -0.26 -1.24
C -2.913 -1.336 5.440 -0.29 0.16 0.98
C -1.773 -0.546 5.251 1.06 0.39 -0.80
C -1.056 -0.528 4.062 -0.76 0.15 1.37
H -2.915 -2.661 2.282 0.24 0.37 0.63
H -4.147 -2.822 4.460 -0.20 -0.05 -0.15
H -3.449 -1.348 6.395 0.28 0.04 -0.42
H -1.415 0.091 6.039 0.10 0.18 0.25
H -0.206 0.120 3.859 -0.25 -0.30 -0.04
```
Forces are in eV/Å.

Values from the calculation:
Spin multiplicity: 5
Net charge: -2
E_tot, eV: -52871.3960
Maximum force, eV/A: 5.0
Highest occupied orbital energy (alpha / beta), Eh: 0.100 / 0.016
<S²>: 6.2713
Frontier orbital gap (alpha / beta), Eh: 0.0522 / 0.1352

Löwdin atomic charge list, values in e, 2 entries: 0.709, -0.131